1.
Entry from OMol25: a single C5H8N2 molecule (the ωB97M-V functional and the def2-TZVPD basis).

ORCA input file:
```
! wB97M-V def2-TZVPD RIJCOSX def2/J DEFGRID3
* xyz 0 1
C -1.276 -1.221 0.530
N -0.059 -0.512 0.197
C 1.161 -0.984 0.056
C 2.085 0.039 -0.256
C 1.459 1.276 -0.387
C 0.047 0.969 0.036
N -1.076 1.463 -0.736
H -2.105 -0.732 0.011
H -1.205 -2.262 0.205
H -1.470 -1.196 1.609
H 1.342 -2.051 0.180
H 3.138 -0.160 -0.426
H 0.035 1.385 1.055
H -1.324 2.381 -0.386
H -0.750 1.606 -1.689
*
```

Results
E (a.u.): -304.719946
Strongest force on any atom (hartree/bohr): 0.009
E_LUMO (eV): 0.347
HOMO-LUMO gap (eV): 8.0
ΔE to the lowest compared entry with this formula, charge and spin (kJ/mol): 303.4

2.
Entry from OMol25: a single C5H8N2 molecule (the ωB97M-V functional and the def2-TZVPD basis).

ORCA input file:
```
! wB97M-V def2-TZVPD RIJCOSX def2/J DEFGRID3
* xyz 0 1
C -2.355 0.060 -0.200
N -0.931 -0.052 0.040
C -0.382 -0.798 0.981
N 0.953 -0.637 0.897
C 1.309 0.219 -0.176
C 2.636 0.419 -0.472
C 0.048 0.605 -0.690
H -2.556 -0.201 -1.242
H -2.885 -0.630 0.460
H -2.695 1.081 -0.005
H -0.904 -1.454 1.660
H 3.340 0.580 0.334
H 1.660 -1.264 1.246
H 2.974 0.671 -1.463
H -0.213 1.401 -1.371
*
```

Results
E (a.u.): -304.742404
Strongest force on any atom (hartree/bohr): 0.009
E_LUMO (eV): 0.672
HOMO-LUMO gap (eV): 6.3
ΔE to the lowest compared entry with this formula, charge and spin (kJ/mol): 244.4

3.
Entry from OMol25: a single C5H8N2 molecule (the ωB97M-V functional and the def2-TZVPD basis).

ORCA input file:
```
! wB97M-V def2-TZVPD RIJCOSX def2/J DEFGRID3
* xyz 0 1
C -2.208 0.180 0.671
N -0.888 -0.492 -1.292
C -1.076 -0.698 0.141
N 0.168 -0.400 0.832
C 0.992 -0.040 -0.082
C 2.396 0.413 0.161
C 0.326 -0.112 -1.408
H -3.050 0.154 -0.024
H -2.538 -0.162 1.655
H -1.854 1.211 0.765
H -1.317 -1.759 0.290
H 2.520 0.690 1.211
H 3.110 -0.385 -0.077
H 2.639 1.274 -0.473
H 0.778 0.127 -2.370
*
```

Results
SMILES string: CC1=N[C@@H](C)N=C1
E (a.u.): -304.819353
Strongest force on any atom (hartree/bohr): 0.008
E_LUMO (eV): 0.652
HOMO-LUMO gap (eV): 10.9
ΔE to the lowest compared entry with this formula, charge and spin (kJ/mol): 42.4

4.
Entry from OMol25: a single C5H8N2 molecule (the ωB97M-V functional and the def2-TZVPD basis).

ORCA input file:
```
! wB97M-V def2-TZVPD RIJCOSX def2/J DEFGRID3
* xyz 0 1
C 2.292 -0.594 0.061
C 0.920 -0.011 -0.085
C -0.202 -0.691 -0.491
C -1.338 0.121 -0.225
N -2.682 -0.251 -0.447
C -0.873 1.303 0.294
N 0.505 1.207 0.387
H 2.546 -0.722 1.120
H 2.276 -1.595 -0.383
H 3.101 -0.034 -0.420
H -0.201 -1.689 -0.912
H -3.271 0.057 0.318
H -2.757 -1.260 -0.503
H -1.408 2.192 0.598
H 1.093 1.966 0.689
*
```

Results
SMILES string: Cc1cc(N)c[nH]1
E (a.u.): -304.826837
Strongest force on any atom (hartree/bohr): 0.005
E_LUMO (eV): 1.082
HOMO-LUMO gap (eV): 8.5
ΔE to the lowest compared entry with this formula, charge and spin (kJ/mol): 22.7

5.
Entry from OMol25: a single C5H8N2 molecule (the ωB97M-V functional and the def2-TZVPD basis).

ORCA input file:
```
! wB97M-V def2-TZVPD RIJCOSX def2/J DEFGRID3
* xyz 0 1
C 2.155 -0.346 -0.115
C 0.817 -0.368 0.462
C -0.274 -1.012 -0.092
C -1.298 -0.060 -0.018
N -2.550 -0.169 -0.509
C -0.853 1.135 0.642
N 0.464 0.778 1.059
H 2.907 -0.008 0.607
H 2.373 -1.249 -0.707
H 1.917 0.564 -0.838
H -0.284 -1.980 -0.582
H -3.163 0.608 -0.333
H -2.873 -1.050 -0.863
H -0.472 1.808 -0.264
H 1.116 1.521 1.296
*
```

Results
SMILES string: Cc1cc(N)c[nH]1
E (a.u.): -304.728361
Strongest force on any atom (hartree/bohr): 0.047
E_LUMO (eV): 0.965
HOMO-LUMO gap (eV): 8.0
ΔE to the lowest compared entry with this formula, charge and spin (kJ/mol): 281.3

6.
Entry from OMol25: a single C5H8N2 molecule (the ωB97M-V functional and the def2-TZVPD basis).

ORCA input file:
```
! wB97M-V def2-TZVPD RIJCOSX def2/J DEFGRID3
* xyz 0 1
C -1.604 -0.215 -0.100
C -0.393 -0.226 -0.998
C 0.679 0.813 -0.874
C 0.554 1.813 0.171
N 0.457 2.585 1.023
N 0.921 -0.573 -0.504
C 1.097 -0.940 0.894
H -1.376 0.123 0.916
H -2.369 0.450 -0.510
H -2.031 -1.224 -0.048
H -0.581 -0.598 -2.007
H 1.205 1.157 -1.762
H 0.225 -1.471 1.274
H 1.270 -0.082 1.543
H 1.946 -1.613 0.982
*
```

Results
SMILES string: C[C@H]1[C@@H](C#N)N1C
E (a.u.): -304.772872
Strongest force on any atom (hartree/bohr): 0.013
E_LUMO (eV): 0.932
HOMO-LUMO gap (eV): 10.4
ΔE to the lowest compared entry with this formula, charge and spin (kJ/mol): 164.4

- What is the strongest force on any atom in the fourth record?
  0.005 hartree/bohr